Entry from OMol25: a 13-piece molecular cluster, C6H39NO12 overall at a distorted geometry (ωB97M-V with the def2-TZVPD basis set).

Its LUMO energy is -0.116 eV. As for the total energy: -1209.54702 Eh. The HOMO-LUMO gap is 8.687 eV. The calculation puts the energy above the lowest of the compared OMol25 structures with the same formula, charge and spin at 92.4 kcal per mole.

```
! RIJCOSX wB97M-V def2-TZVPD def2/J DEFGRID3
* xyz 0 1
C 1.762 3.522 0.766
C 1.001 2.843 -0.484
C 0.362 1.488 -0.117
C 1.390 0.361 -0.241
C 1.160 -0.823 0.748
N 1.075 -0.467 2.154
C 1.496 -1.576 3.080
H 1.151 4.408 0.968
H 2.744 3.883 0.432
H 1.824 2.814 1.557
H 0.328 3.577 -0.806
H 1.749 2.632 -1.250
H 0.112 1.632 0.918
H -0.523 1.276 -0.724
H 2.423 0.676 -0.144
H 1.136 -0.002 -1.243
H 1.991 -1.552 0.501
H 0.224 -1.365 0.434
H 0.077 -0.283 2.334
H 0.907 -2.505 2.951
H 2.486 -1.870 2.615
H 1.472 -1.222 4.099
H -3.144 1.917 -2.457
H -3.071 0.758 -1.470
O -2.953 0.973 -2.408
H 1.673 0.514 -3.506
H 0.891 1.797 -3.029
O 0.953 1.137 -3.731
H -0.937 -4.020 0.767
H -2.515 -3.768 1.058
O -1.633 -3.997 1.423
H 2.337 -3.215 -2.493
H 3.134 -3.282 -1.175
O 3.195 -3.036 -2.107
H 4.615 0.524 1.294
H 3.135 0.420 1.584
O 3.901 0.975 1.750
H -2.238 3.729 0.613
H -1.840 3.299 -0.675
O -1.623 3.074 0.247
H -2.584 -2.030 -0.607
H -3.589 -2.835 -1.367
O -3.202 -2.784 -0.480
H -2.310 -1.963 -3.475
H -3.247 -0.758 -3.249
O -3.140 -1.704 -3.082
H -3.906 -1.162 0.108
H -3.792 0.217 0.857
O -3.666 -0.215 0.013
H -0.545 -0.264 -3.815
H -1.609 -0.363 -2.783
O -0.844 -0.847 -3.122
H -1.143 -1.650 2.818
H -1.258 -2.212 1.468
O -1.438 -1.294 1.968
H 1.275 1.598 3.155
H 2.826 1.413 3.518
O 1.947 1.607 3.839
*
```